Record 1
# C23H26ClF24N2O5P

A 4-piece molecular cluster, C23H26ClF24N2O5P overall in a non-equilibrium geometry (ωB97M-V/def2-TZVPD, the Open Molecules 2025 dataset).

Properties
Strongest force on any atom   0.0922 hartree/bohr
Frontier orbital gap   6.98 eV

Each line ends with the Löwdin charge.
Positions of all 82 atoms, in Å:
1 C 0.658 -1.287 1.248  -0.013
2 C 0.969 -0.580 0.087  -0.118
3 C 0.132 0.519 -0.566  -0.249
4 C 1.104 1.758 -0.585  -0.159
5 C 2.505 1.616 -1.236  -0.193
6 N 3.624 2.038 -0.395  -0.102
7 C 3.931 1.066 0.661  -0.130
8 C 0.951 2.262 0.874  -0.453
9 O 1.677 2.868 1.524  0.165
10 N -0.367 1.906 1.406  0.077
11 C -1.002 1.185 0.260  -0.497
12 P -2.657 0.370 0.503  0.598
13 O -2.948 -0.330 -0.990  -0.365
14 Cl -2.584 -1.228 1.826  0.243
15 H -0.063 -2.109 1.171  0.025
16 H 1.063 -1.056 2.239  0.062
17 H 1.895 -0.867 -0.430  0.102
18 H -0.125 0.170 -1.579  0.137
19 H 0.604 2.551 -1.169  0.148
20 H 2.514 2.275 -2.117  0.116
21 H 2.647 0.591 -1.628  0.109
22 H 4.430 2.016 -1.012  0.102
23 H 4.502 1.604 1.430  0.077
24 H 4.529 0.198 0.334  0.087
25 H 3.036 0.683 1.163  0.055
26 H -0.847 2.803 1.326  0.123
27 H -1.277 2.028 -0.415  0.104
28 H -2.913 0.434 -1.594  0.013
29 F -0.714 1.968 -3.971  0.083
30 C -1.967 2.135 -4.443  -0.282
31 F -2.786 1.397 -3.644  0.081
32 C -2.105 1.678 -5.893  -0.442
33 F -1.891 0.350 -5.997  0.138
34 F -3.403 1.885 -6.254  0.111
35 C -1.233 2.416 -6.923  -0.044
36 O -0.015 1.790 -7.300  0.050
37 C 1.099 1.986 -6.501  -0.531
38 F 0.867 2.957 -5.596  0.136
39 F 2.076 2.443 -7.310  0.153
40 C 1.579 0.687 -5.850  -0.277
41 F 0.605 0.129 -5.102  0.094
42 F 2.625 0.940 -5.029  0.096
43 H -2.247 3.186 -4.332  0.177
44 H -1.816 2.434 -7.843  0.151
45 H -1.086 3.464 -6.663  0.147
46 H 1.888 -0.033 -6.610  0.178
47 F -4.977 -5.583 -2.409  0.091
48 C -4.001 -4.653 -2.455  -0.297
49 F -3.194 -4.976 -3.497  0.092
50 C -3.184 -4.611 -1.164  -0.440
51 F -2.519 -5.773 -0.980  0.130
52 F -2.232 -3.649 -1.327  0.099
53 C -3.953 -4.259 0.121  -0.055
54 O -4.366 -5.346 0.943  0.046
55 C -5.553 -5.990 0.641  -0.534
56 F -6.244 -5.298 -0.284  0.141
57 F -6.297 -5.971 1.768  0.145
58 C -5.331 -7.448 0.234  -0.282
59 F -4.511 -7.538 -0.830  0.098
60 F -6.510 -8.016 -0.112  0.099
61 H -4.450 -3.677 -2.663  0.174
62 H -3.248 -3.712 0.746  0.093
63 H -4.766 -3.557 -0.061  0.147
64 H -4.892 -8.013 1.059  0.176
65 F 4.509 1.151 7.336  0.092
66 C 4.449 0.525 6.143  -0.298
67 F 5.700 0.076 5.867  0.093
68 C 3.980 1.460 5.028  -0.438
69 F 4.868 2.458 4.831  0.133
70 F 3.961 0.731 3.877  0.099
71 C 2.572 2.061 5.190  -0.039
72 O 2.489 3.376 5.724  0.051
73 C 2.503 3.530 7.097  -0.534
74 F 2.362 2.339 7.710  0.139
75 F 1.407 4.255 7.414  0.145
76 C 3.740 4.290 7.579  -0.281
77 F 4.872 3.662 7.204  0.098
78 F 3.744 4.361 8.931  0.098
79 H 3.788 -0.342 6.227  0.174
80 H 2.177 2.164 4.178  0.137
81 H 1.888 1.377 5.692  0.147
82 H 3.752 5.302 7.169  0.176


Record 2
# C23H26F2N4O5S

One molecule with the formula C23H26F2N4O5S in a non-equilibrium geometry (ωB97M-V/def2-TZVPD, the Open Molecules 2025 dataset).

Properties
Strongest force on any atom   0.0213 hartree/bohr
Frontier orbital gap   9.18 eV

Each line ends with the Löwdin charge.
Positions of all 61 atoms, in Å:
1 C -3.116 2.020 -0.746  -0.071
2 C -2.239 3.163 -1.236  -0.257
3 N -0.965 2.665 -1.721  -0.252
4 C 0.140 3.604 -1.738  -0.263
5 C -0.080 4.805 -2.652  -0.068
6 S -1.089 1.675 -3.071  0.675
7 O 0.143 1.730 -3.802  -0.272
8 O -2.309 1.925 -3.790  -0.283
9 C -1.191 0.054 -2.311  -0.275
10 C -2.058 -0.898 -2.838  -0.054
11 C -2.148 -2.163 -2.290  0.010
12 C -1.340 -2.434 -1.194  -0.135
13 C -0.458 -1.460 -0.666  -0.171
14 C -0.371 -0.197 -1.236  0.028
15 N 0.186 -1.990 0.417  0.153
16 C -0.266 -3.207 0.558  -0.261
17 C 0.210 -4.111 1.639  -0.079
18 C 1.640 -4.588 1.340  -0.060
19 C 2.566 -3.408 1.100  -0.515
20 O 3.188 -3.231 0.088  0.126
21 O 2.609 -2.611 2.170  0.011
22 C 3.450 -1.464 2.118  -0.043
23 C 2.701 -0.177 2.481  -0.438
24 O 3.189 0.657 3.205  0.096
25 N 1.477 -0.096 1.905  0.155
26 C 0.628 1.000 2.045  -0.104
27 C -0.726 0.822 2.334  -0.203
28 F -1.192 -0.441 2.473  0.074
29 C -1.605 1.874 2.487  -0.028
30 C -1.134 3.170 2.358  -0.082
31 C 0.195 3.395 2.050  -0.022
32 C 1.052 2.322 1.883  -0.208
33 F 2.313 2.566 1.501  0.094
34 N -1.182 -3.542 -0.395  -0.010
35 C -1.862 -4.800 -0.533  0.002
36 H -2.570 1.400 -0.039  0.060
37 H -3.999 2.423 -0.256  0.081
38 H -3.431 1.408 -1.585  0.062
39 H -2.026 3.848 -0.411  0.115
40 H -2.770 3.706 -2.027  0.116
41 H 0.317 3.926 -0.707  0.104
42 H 1.006 3.040 -2.087  0.110
43 H -0.286 4.454 -3.660  0.075
44 H -0.916 5.411 -2.310  0.070
45 H 0.814 5.422 -2.671  0.077
46 H -2.664 -0.614 -3.684  0.116
47 H -2.823 -2.897 -2.701  0.108
48 H 0.293 0.563 -0.860  0.121
49 H 0.217 -3.545 2.572  0.131
50 H -0.453 -4.969 1.749  0.114
51 H 1.664 -5.215 0.448  0.127
52 H 2.017 -5.158 2.190  0.129
53 H 4.266 -1.598 2.834  0.142
54 H 3.866 -1.364 1.107  0.138
55 H 1.067 -0.922 1.428  0.090
56 H -2.638 1.671 2.719  0.121
57 H -1.806 4.002 2.494  0.110
58 H 0.584 4.394 1.931  0.121
59 H -1.145 -5.622 -0.544  0.099
60 H -2.568 -4.952 0.286  0.103
61 H -2.409 -4.804 -1.473  0.089


Record 3
# C23H26F5IrNOSSi

C23H26F5IrNOSSi as an isolated structure in a non-equilibrium geometry (ωB97M-V/def2-TZVPD, the Open Molecules 2025 dataset).

Properties
Charge   -1
Energy above the lowest of the compared OMol25 structures with the same formula, charge and spin   17.8 kcal per mole
Strongest force on any atom   0.0318 hartree/bohr
Frontier orbital gap   6.88 eV

Each line ends with the Löwdin charge.
Positions of all 59 atoms, in Å:
1 Ir 0.454 0.348 -0.189  1.267
2 S 4.561 0.096 1.659  0.976
3 C 4.818 0.000 -0.030  -0.443
4 C 3.656 0.040 -0.737  -0.179
5 C 2.483 0.160 0.096  -0.332
6 C 2.851 0.187 1.393  -0.551
7 C 1.804 0.258 2.376  -0.254
8 C 1.980 0.179 3.756  -0.020
9 C 0.880 0.201 4.589  -0.071
10 C -0.387 0.294 4.037  -0.060
11 C -0.499 0.365 2.665  -0.118
12 N 0.559 0.365 1.850  -0.020
13 H 5.830 -0.083 -0.399  0.054
14 H 3.629 -0.021 -1.817  0.094
15 H 2.985 0.082 4.145  0.101
16 H 1.004 0.123 5.663  0.104
17 H -1.273 0.298 4.655  0.103
18 H -1.461 0.427 2.181  0.088
19 C 0.378 4.721 -1.015  -0.103
20 C -0.140 3.403 -0.430  -0.522
21 C -0.520 3.611 1.033  -0.095
22 C 0.919 2.310 -0.572  -0.312
23 H -0.365 5.521 -0.925  0.067
24 H 0.626 4.607 -2.073  0.068
25 H 1.284 5.036 -0.487  0.073
26 H -1.034 3.119 -0.990  0.091
27 H 0.337 4.008 1.590  0.081
28 H -0.809 2.668 1.493  0.034
29 H -1.352 4.315 1.133  0.074
30 H 1.795 2.629 0.011  0.060
31 H 1.252 2.279 -1.628  0.061
32 F 0.642 -7.094 0.627  0.078
33 C 0.546 -5.780 0.334  -0.167
34 C 1.055 -5.280 -0.850  -0.158
35 F 1.642 -6.120 -1.721  0.093
36 C 0.970 -3.934 -1.140  -0.142
37 F 1.479 -3.494 -2.306  0.086
38 C 0.374 -2.998 -0.269  -0.306
39 O 0.279 -1.755 -0.554  -0.201
40 C -0.138 -3.556 0.920  -0.137
41 F -0.745 -2.738 1.805  0.083
42 C -0.055 -4.902 1.216  -0.159
43 F -0.561 -5.370 2.371  0.092
44 C -2.115 -1.638 -2.514  -0.191
45 Si -2.407 0.102 -1.885  0.366
46 C -4.294 0.282 -1.931  -0.208
47 C -1.779 1.291 -3.205  -0.195
48 C -1.733 0.533 -0.243  -0.410
49 H -2.739 -1.811 -3.396  0.024
50 H -2.378 -2.382 -1.757  0.032
51 H -1.071 -1.809 -2.789  0.020
52 H -4.685 0.073 -2.934  0.015
53 H -4.611 1.292 -1.653  0.017
54 H -4.769 -0.421 -1.239  0.019
55 H -2.183 1.018 -4.185  0.023
56 H -0.686 1.282 -3.281  0.018
57 H -2.087 2.318 -2.990  0.020
58 H -2.097 -0.185 0.505  -0.014
59 H -2.098 1.531 0.028  -0.010


Record 4
# C23H26FN3O3

One molecule with the formula C23H26FN3O3 (ωB97M-V/def2-TZVPD, the Open Molecules 2025 dataset).

Properties
Energy above the lowest of the compared OMol25 structures with the same formula, charge and spin   0.0 kcal per mole
Strongest force on any atom   0.0136 hartree/bohr
Frontier orbital gap   8.41 eV

Each line ends with the Löwdin charge.
Positions of all 56 atoms, in Å:
1 C -3.774 4.432 -3.193  -0.095
2 C -2.630 4.235 -4.181  -0.182
3 C -1.801 2.979 -3.912  -0.310
4 C -1.147 2.953 -2.534  -0.071
5 N -0.389 1.728 -2.354  0.024
6 C 0.837 1.867 -1.679  -0.466
7 O 1.539 2.842 -1.861  0.084
8 N 1.162 0.868 -0.817  -0.050
9 C 0.190 0.089 -0.083  -0.134
10 C -0.048 0.720 1.293  -0.109
11 C 1.265 0.810 2.085  -0.228
12 C 1.737 -0.586 2.495  -0.425
13 O 2.693 -1.150 2.015  0.087
14 N 0.948 -1.121 3.471  0.149
15 C 1.040 -2.373 4.079  -0.152
16 C 2.018 -3.320 3.790  -0.003
17 C 2.025 -4.536 4.450  -0.081
18 C 1.069 -4.836 5.405  -0.089
19 C 0.085 -3.908 5.708  -0.015
20 C 0.086 -2.701 5.045  -0.209
21 F -0.875 -1.782 5.332  0.054
22 C 2.320 1.541 1.248  -0.109
23 C 2.448 0.932 -0.149  -0.129
24 C -0.804 0.600 -3.061  -0.142
25 C -0.097 -0.602 -3.060  -0.028
26 C -0.595 -1.723 -3.696  -0.091
27 C -1.809 -1.672 -4.359  -0.097
28 C -2.482 -0.468 -4.445  -0.007
29 C -1.979 0.669 -3.830  -0.194
30 O -2.645 1.848 -4.038  -0.006
31 H -4.357 3.518 -3.118  0.076
32 H -3.403 4.698 -2.206  0.067
33 H -4.425 5.231 -3.536  0.071
34 H -3.043 4.140 -5.186  0.115
35 H -1.962 5.098 -4.166  0.117
36 H -1.001 2.908 -4.669  0.167
37 H -0.467 3.799 -2.413  0.136
38 H -1.929 2.997 -1.765  0.135
39 H -0.748 0.036 -0.633  0.122
40 H 0.580 -0.927 0.037  0.138
41 H -0.443 1.729 1.154  0.127
42 H -0.795 0.134 1.832  0.115
43 H 1.088 1.379 3.005  0.148
44 H 0.186 -0.552 3.816  0.141
45 H 2.765 -3.090 3.049  0.102
46 H 2.792 -5.257 4.213  0.104
47 H 1.083 -5.786 5.914  0.103
48 H -0.676 -4.107 6.445  0.118
49 H 3.288 1.490 1.746  0.123
50 H 2.032 2.590 1.151  0.124
51 H 3.115 1.542 -0.759  0.127
52 H 2.845 -0.082 -0.072  0.121
53 H 0.857 -0.656 -2.562  0.110
54 H -0.028 -2.640 -3.670  0.101
55 H -2.212 -2.552 -4.836  0.099
56 H -3.401 -0.375 -5.003  0.118


HOMO? In order: -7.53; -8.90; -4.40; -7.86 eV.